C15H15CrI2N2O7P2S5 | ωB97M-V/def2-TZVPD

Geometry (Å):
Cr1 0.220 0.632 0.101
N1 3.034 -2.630 1.745
C1 2.562 -1.242 2.132
C2 2.987 -0.837 3.532
P1 0.753 -1.177 1.880
O1 0.246 -2.302 2.888
O2 0.561 -1.536 0.427
O3 0.260 0.204 2.202
P2 3.241 -0.191 0.714
O4 4.444 0.577 1.434
O5 3.726 -1.232 -0.246
O6 2.240 0.854 0.275
H1 3.822 -2.927 2.320
H2 3.359 -2.452 0.736
H3 2.294 -3.330 1.794
H4 2.565 -1.514 4.277
H5 2.611 0.164 3.734
H6 4.073 -0.812 3.628
H7 -0.708 -2.277 3.020
H8 4.604 1.447 1.062
I1 -4.004 -2.000 0.661
C3 -2.824 -1.677 -1.016
C4 -3.005 -2.443 -2.189
C5 -2.213 -2.264 -3.287
I2 -2.552 -3.432 -4.981
C6 -1.154 -1.319 -3.255
C7 -0.245 -1.027 -4.297
C8 0.746 -0.106 -4.103
C9 0.884 0.518 -2.852
N2 0.050 0.269 -1.872
C10 -0.983 -0.599 -2.065
C11 -1.848 -0.716 -0.936
O7 -1.608 0.077 0.087
H9 -3.798 -3.178 -2.214
H10 -0.339 -1.539 -5.245
H11 1.443 0.135 -4.893
H12 1.683 1.218 -2.645
C12 -1.276 3.611 2.821
S1 -2.615 2.519 2.295
C13 -2.709 2.844 0.577
C14 -1.738 3.010 -0.328
S2 0.002 2.909 -0.103
S3 -2.280 3.231 -1.978
C15 -3.976 3.065 -1.716
S4 -5.108 3.120 -2.901
S5 -4.343 2.861 -0.041
H13 -1.500 3.877 3.852
H14 -1.264 4.511 2.211
H15 -0.316 3.103 2.758

Computed properties:
HOMO-LUMO gap (spin up / spin down) in eV: 6.45 / 6.94
LUMO (spin up / spin down) in Eh: -0.0298 / -0.0114
HOMO (spin up / spin down) in Ha: -0.267 / -0.266
Relative energy (zero: lowest compared OMol25 entry of this formula, charge and spin) in kJ/mol: 0.0
Total charge: 0
2S+1: 2

C15H15F3N4O4S | ωB97M-V/def2-TZVPD

Geometry (Å):
C1 -0.664 -5.320 -1.132
O1 0.011 -4.389 -0.319
C2 -0.513 -3.140 -0.194
C3 -1.685 -2.698 -0.791
C4 -2.122 -1.400 -0.580
C5 -1.402 -0.532 0.219
N1 -1.776 0.797 0.473
C6 -2.815 1.501 -0.038
O2 -3.699 1.050 -0.728
C7 -2.730 2.994 0.297
C8 -1.935 3.692 -0.823
C9 -0.616 2.993 -1.022
O3 -0.335 2.283 -1.958
N2 0.286 3.173 0.006
C10 1.454 2.473 0.037
N3 2.329 2.575 0.989
N4 3.359 1.773 0.824
C11 3.288 1.061 -0.249
C12 4.319 0.048 -0.612
F1 4.415 -0.122 -1.937
F2 5.537 0.366 -0.169
F3 4.027 -1.162 -0.097
S1 1.855 1.328 -1.214
C13 -0.207 -0.975 0.819
O4 0.461 -0.042 1.580
C14 1.513 -0.493 2.407
C15 0.223 -2.268 0.614
H1 -1.669 -5.530 -0.752
H2 -0.730 -4.975 -2.168
H3 -0.067 -6.230 -1.093
H4 -2.272 -3.346 -1.420
H5 -3.032 -1.054 -1.040
H6 -1.132 1.254 1.103
H7 -2.261 3.152 1.270
H8 -3.740 3.402 0.319
H9 -2.496 3.620 -1.755
H10 -1.777 4.744 -0.577
H11 0.110 3.806 0.774
H12 1.861 0.387 2.946
H13 1.156 -1.247 3.114
H14 2.339 -0.906 1.824
H15 1.132 -2.644 1.052

Computed properties:
HOMO-LUMO gap in eV: 8.25
LUMO in Eh: 0.0105
HOMO in Ha: -0.293
Relative energy (zero: lowest compared OMol25 entry of this formula, charge and spin) in kJ/mol: 0.9
Total charge: 0
2S+1: 1

C15H15F3NO5S2 | ωB97M-V/def2-TZVPD

Geometry (Å):
F1 -0.007 -3.437 1.457
C1 0.607 -2.589 0.571
F2 1.863 -2.355 1.015
F3 0.682 -3.205 -0.638
S1 -0.318 -1.023 0.454
N1 1.286 -0.412 -0.726
C2 1.408 -0.436 -2.089
O1 0.570 -0.781 -2.913
C3 2.824 0.064 -2.405
C4 3.354 0.581 -1.094
C5 2.198 0.408 -0.107
O2 2.105 0.886 1.011
H1 3.418 -0.787 -2.764
H2 2.806 0.825 -3.194
H3 4.189 -0.045 -0.762
H4 3.690 1.619 -1.134
C6 -1.165 -3.060 -4.315
C7 -2.104 -2.140 -3.587
O3 -1.871 -2.437 -2.177
C8 -2.286 -1.489 -1.338
C9 -1.881 -1.804 0.101
S2 -3.215 -1.113 1.251
C10 -2.559 0.508 1.611
C11 -3.035 1.601 0.885
C12 -2.603 2.887 1.205
C13 -1.681 3.078 2.242
C14 -1.205 1.981 2.969
C15 -1.650 0.695 2.662
O4 -3.061 -1.890 2.513
O5 -2.894 -0.482 -1.652
H5 -1.374 -3.064 -5.384
H6 -0.141 -2.699 -4.180
H7 -1.249 -4.088 -3.942
H8 -1.895 -1.076 -3.767
H9 -3.159 -2.373 -3.790
H10 -1.850 -2.867 0.340
H11 -3.731 1.401 0.069
H12 -3.016 3.734 0.660
H13 -1.366 4.086 2.508
H14 -0.503 2.121 3.789
H15 -1.320 -0.169 3.230

Computed properties:
HOMO-LUMO gap in eV: 6.33
LUMO in Eh: 0.1144
HOMO in Ha: -0.118
Total charge: -1
2S+1: 1

C15H15F5N2OPS4Ti | ωB97M-V/def2-TZVPD

Geometry (Å):
Ti1 0.352 -0.477 0.544
S1 0.907 -0.236 2.791
C1 2.336 -0.816 2.010
C2 3.532 -0.041 2.195
N1 4.461 0.624 2.316
C3 2.327 -1.818 1.059
S2 0.920 -2.701 0.559
C4 3.493 -1.952 0.224
N2 4.375 -1.973 -0.512
C5 -0.911 2.476 2.519
S3 -1.047 1.747 0.877
C6 -2.829 1.518 0.799
H1 -1.299 1.799 3.279
H2 -1.470 3.409 2.531
H3 0.138 2.681 2.715
H4 -3.300 2.497 0.860
H5 -3.171 0.888 1.618
H6 -3.065 1.061 -0.158
C7 3.903 1.675 -0.856
P1 2.386 1.185 -1.642
C8 2.739 0.124 -3.024
C9 1.493 2.628 -2.187
O1 1.478 0.415 -0.647
H7 4.486 2.276 -1.556
H8 4.480 0.792 -0.577
H9 3.694 2.264 0.037
H10 3.339 0.664 -3.759
H11 1.805 -0.200 -3.484
H12 3.299 -0.745 -2.676
H13 2.091 3.190 -2.905
H14 1.268 3.264 -1.330
H15 0.560 2.319 -2.659
F1 -5.620 -3.780 1.265
C10 -4.630 -3.109 0.700
C11 -3.632 -2.552 1.484
F2 -3.655 -2.679 2.805
C12 -2.621 -1.855 0.860
F3 -1.645 -1.295 1.640
C13 -2.534 -1.681 -0.508
S4 -1.218 -0.786 -1.244
C14 -3.550 -2.249 -1.268
F4 -3.537 -2.116 -2.590
C15 -4.587 -2.953 -0.677
F5 -5.540 -3.484 -1.427

Computed properties:
HOMO-LUMO gap in eV: 6.82
LUMO in Eh: -0.1652
HOMO in Ha: -0.416
Relative energy (zero: lowest compared OMol25 entry of this formula, charge and spin) in kJ/mol: 2.3
Total charge: +1
2S+1: 1

C15H15F6O15 | ωB97M-V/def2-TZVPD

Geometry (Å):
F1 59.939 59.413 54.883
C1 61.142 59.085 57.708
C2 62.318 59.461 56.772
O1 63.403 58.873 57.480
C3 63.042 58.121 58.499
O2 63.725 57.356 59.191
O3 61.663 58.174 58.662
F2 62.546 60.743 56.573
H1 60.332 58.621 57.109
H2 60.784 59.963 58.210
H3 62.327 59.073 55.755
C4 60.422 57.604 52.050
C5 58.941 58.256 52.035
O4 58.240 57.252 51.486
C6 58.751 56.169 51.508
O5 58.170 55.085 51.328
O6 60.077 56.190 51.917
F3 58.954 59.323 51.285
H4 60.990 57.699 53.005
H5 60.838 58.012 51.033
H6 58.779 58.622 53.154
C7 62.097 61.502 53.446
C8 60.664 61.885 53.133
O7 60.783 62.535 51.936
C9 61.909 62.269 51.348
O8 62.125 62.490 50.214
O9 62.743 61.518 52.145
F4 60.270 62.704 54.049
H7 62.166 60.614 53.876
H8 62.858 62.077 53.863
H9 60.042 60.950 53.038
C10 57.323 61.552 54.818
C11 57.095 60.648 56.032
O10 55.779 60.913 56.298
C12 55.147 61.297 55.208
O11 53.942 61.484 55.135
O12 55.930 61.749 54.353
F5 57.878 61.149 57.075
H10 57.659 60.729 54.061
H11 57.956 62.465 54.795
H12 57.355 59.544 55.745
C13 58.533 55.872 57.011
C14 58.577 56.381 55.681
O13 57.235 56.872 55.350
C15 56.618 56.888 56.404
O14 55.454 57.409 56.483
O15 57.292 56.386 57.454
F6 59.063 55.337 54.839
H13 59.449 55.962 57.720
H14 58.490 54.823 57.124
H15 59.342 57.255 55.471

Computed properties:
HOMO-LUMO gap in eV: 10.25
LUMO in Eh: 0.0862
HOMO in Ha: -0.290
Relative energy (zero: lowest compared OMol25 entry of this formula, charge and spin) in kJ/mol: 75.5
Total charge: -1
2S+1: 1

C15H15FN4OS | ωB97M-V/def2-TZVPD

Geometry (Å):
C1 2.073 -4.280 5.762
O1 2.883 -3.981 4.644
C2 2.454 -3.102 3.708
C3 3.319 -2.908 2.626
C4 3.014 -2.045 1.597
C5 1.824 -1.324 1.602
C6 1.472 -0.406 0.483
S1 0.369 -1.280 -0.717
C7 -0.381 0.095 -1.439
N1 -0.129 1.357 -1.053
C8 -0.892 2.088 -1.843
N2 -1.036 3.398 -1.900
C9 -1.870 3.880 -2.795
C10 -2.020 5.364 -2.854
C11 -2.603 3.054 -3.673
C12 -2.459 1.689 -3.618
C13 -3.161 0.695 -4.470
N3 -1.596 1.228 -2.696
N4 -1.261 -0.033 -2.427
C14 0.953 -1.504 2.666
C15 1.264 -2.373 3.695
F1 0.352 -2.480 4.698
H1 1.113 -4.708 5.462
H2 1.898 -3.398 6.383
H3 2.634 -5.018 6.333
H4 4.240 -3.467 2.627
H5 3.707 -1.928 0.778
H6 2.352 -0.089 -0.073
H7 0.909 0.465 0.812
H8 -1.740 5.730 -3.841
H9 -1.382 5.821 -2.105
H10 -3.055 5.645 -2.671
H11 -3.277 3.494 -4.390
H12 -2.428 0.089 -5.003
H13 -3.819 1.187 -5.179
H14 -3.736 0.016 -3.841
H15 0.015 -0.973 2.711

Computed properties:
HOMO-LUMO gap in eV: 8.85
LUMO in Eh: 0.0205
HOMO in Ha: -0.305
Relative energy (zero: lowest compared OMol25 entry of this formula, charge and spin) in kJ/mol: 0.0
Total charge: 0
2S+1: 1

C15H15FN6 | ωB97M-V/def2-TZVPD

Geometry (Å):
C1 -1.327 -3.671 -0.202
C2 -1.974 -2.345 -0.023
C3 -3.288 -2.073 0.409
C4 -3.412 -0.706 0.401
C5 -4.565 0.149 0.757
N1 -2.200 -0.220 -0.015
C6 -1.889 1.109 -0.181
N2 -2.803 2.036 -0.272
N3 -2.199 3.233 -0.348
C7 -0.919 3.052 -0.269
C8 0.143 4.075 -0.308
N4 -0.633 1.700 -0.170
N5 0.649 1.324 -0.020
C9 1.119 0.204 -0.394
C10 2.522 -0.102 -0.190
C11 3.002 -1.358 -0.573
C12 4.327 -1.706 -0.399
C13 5.214 -0.801 0.164
C14 4.770 0.452 0.551
C15 3.442 0.789 0.372
F1 3.050 2.016 0.755
N6 -1.338 -1.221 -0.276
H1 -1.802 -4.213 -1.019
H2 -1.432 -4.264 0.705
H3 -0.272 -3.542 -0.427
H4 -4.036 -2.788 0.684
H5 -4.274 0.906 1.482
H6 -5.359 -0.469 1.170
H7 -4.930 0.677 -0.121
H8 0.938 3.799 0.382
H9 0.570 4.135 -1.309
H10 -0.279 5.040 -0.047
H11 0.515 -0.579 -0.851
H12 2.310 -2.062 -1.011
H13 4.671 -2.682 -0.702
H14 6.250 -1.069 0.303
H15 5.440 1.174 0.990

Computed properties:
HOMO-LUMO gap in eV: 8.58
LUMO in Eh: 0.0018
HOMO in Ha: -0.314
Relative energy (zero: lowest compared OMol25 entry of this formula, charge and spin) in kJ/mol: 166.9
Total charge: 0
2S+1: 1

C15H15FeN2O3 | ωB97M-V/def2-TZVPD

Geometry (Å):
O1 -2.846 -1.543 -1.809
C1 -1.906 -0.980 -1.433
Fe1 -0.410 -0.626 -0.380
C2 0.290 -2.211 -0.964
O2 0.502 -3.329 -1.195
C3 -0.967 -1.606 0.998
O3 -1.249 -2.416 1.787
C4 -1.172 1.019 0.328
C5 -0.532 1.447 1.623
C6 0.880 0.859 1.786
C7 1.178 -0.174 0.734
C8 1.433 0.218 -0.621
C9 0.742 1.298 -1.222
C10 -0.615 1.427 -0.930
H1 -2.263 0.952 0.392
H2 -0.471 2.546 1.692
H3 -1.169 1.130 2.465
H4 1.637 1.662 1.763
H5 0.977 0.361 2.760
H6 1.719 -1.032 1.148
H7 2.230 -0.304 -1.164
H8 1.181 1.801 -2.091
H9 -1.297 1.858 -1.673
N1 1.706 -1.424 3.597
C11 1.736 -2.699 3.199
C12 1.932 -3.752 4.091
C13 2.083 -3.463 5.467
N2 2.247 -4.457 6.376
C14 2.054 -2.106 5.871
C15 1.865 -1.125 4.899
H10 1.619 -2.894 2.130
H11 1.957 -4.775 3.724
H12 2.345 -4.260 7.362
H13 2.261 -5.428 6.096
H14 2.172 -1.831 6.917
H15 1.844 -0.067 5.176

Computed properties:
HOMO-LUMO gap (spin up / spin down) in eV: 3.00 / 6.81
LUMO (spin up / spin down) in Eh: 0.0977 / 0.0976
HOMO (spin up / spin down) in Ha: -0.013 / -0.153
Relative energy (zero: lowest compared OMol25 entry of this formula, charge and spin) in kJ/mol: 0.0
Total charge: -1
2S+1: 5

C15H15HgN2O6 | ωB97M-V/def2-TZVPD

Geometry (Å):
O1 -2.599 -3.291 4.828
C1 -3.705 -3.033 4.431
Hg1 -3.585 -0.003 0.417
C2 -4.096 0.718 -2.637
O2 -4.924 1.136 -3.320
C3 -6.595 -0.357 -1.018
O3 -7.419 -0.804 -1.635
C4 -3.959 2.547 1.379
O4 -3.979 3.582 1.846
C5 -4.156 -2.621 -1.327
O5 -4.346 -3.562 -1.913
H1 -4.929 -0.110 1.272
C6 3.621 1.739 2.355
C7 3.779 0.425 1.630
N1 2.789 0.222 0.528
C8 3.161 0.946 -0.703
C9 4.437 0.387 -1.324
C10 1.459 -0.001 0.906
O6 1.152 -0.040 2.094
C11 0.432 -0.298 -0.182
C12 0.785 -0.965 -1.372
C13 -0.235 -1.238 -2.260
C14 -1.550 -0.927 -1.878
N2 -1.941 -0.421 -0.692
C15 -0.922 -0.108 0.139
H2 3.672 2.585 1.657
H3 4.447 1.827 3.066
H4 2.666 1.741 2.897
H5 4.769 0.340 1.158
H6 3.608 -0.394 2.339
H7 2.340 0.897 -1.425
H8 3.321 2.014 -0.464
H9 4.406 -0.707 -1.391
H10 4.523 0.802 -2.334
H11 5.325 0.685 -0.751
H12 1.829 -1.234 -1.574
H13 -0.060 -1.671 -3.251
H14 -2.335 -1.140 -2.591
H15 -1.188 0.332 1.099

Computed properties:
HOMO-LUMO gap in eV: 8.23
LUMO in Eh: -0.1448
HOMO in Ha: -0.447
Relative energy (zero: lowest compared OMol25 entry of this formula, charge and spin) in kJ/mol: 16.0
Total charge: +1
2S+1: 1

C15H15N3O3Sn | ωB97M-V/def2-TZVPD

Geometry (Å):
N1 -3.235 -0.536 -2.196
C1 -4.016 -0.523 -3.056
C2 -4.982 -0.463 -4.151
H1 -5.771 0.268 -3.929
H2 -5.452 -1.441 -4.318
H3 -4.476 -0.156 -5.077
N2 3.026 -0.992 -2.357
C3 3.784 -1.045 -3.238
C4 4.719 -1.092 -4.352
H4 4.970 -2.131 -4.603
H5 5.645 -0.559 -4.098
H6 4.270 -0.616 -5.235
N3 0.285 3.911 0.451
C5 0.362 5.053 0.253
C6 0.434 6.483 -0.041
H7 1.115 6.660 -0.885
H8 0.800 7.048 0.827
H9 -0.560 6.864 -0.310
Sn1 -0.549 0.747 -0.534
C7 1.968 1.598 -0.817
O1 2.800 2.227 -1.249
C8 -0.174 -1.094 -2.415
O2 -0.172 -1.511 -3.489
C9 -0.709 -1.997 0.902
C10 -1.394 -1.066 1.773
C11 -0.520 0.053 2.436
C12 0.893 0.059 2.118
C13 1.429 -0.975 1.401
C14 0.656 -1.966 0.817
H10 -1.271 -2.687 0.274
H11 -2.453 -0.811 1.594
H12 -1.043 0.998 2.653
H13 1.529 0.893 2.415
H14 2.509 -1.050 1.315
H15 1.166 -2.773 0.298
O3 -1.020 -1.737 4.298
C15 -0.946 -1.181 3.240

Computed properties:
HOMO-LUMO gap in eV: 2.60
LUMO in Eh: -0.7050
HOMO in Ha: -0.801
Relative energy (zero: lowest compared OMol25 entry of this formula, charge and spin) in kJ/mol: 464.3
Total charge: +4
2S+1: 1

C15H15N3O3W | ωB97M-V/def2-TZVPD

Geometry (Å):
N1 2.091 4.236 0.647
C1 1.261 5.053 0.759
C2 0.475 6.243 0.972
H1 -0.594 6.102 0.804
H2 0.854 7.015 0.287
H3 0.657 6.563 2.007
N2 3.253 -2.121 0.660
C3 4.221 -2.757 0.567
C4 5.370 -3.519 0.139
H4 5.899 -3.003 -0.654
H5 5.090 -4.474 -0.293
H6 6.112 -3.744 0.896
N3 -3.051 -3.673 0.681
C5 -4.126 -3.276 0.789
C6 -5.540 -2.967 0.981
H7 -5.844 -3.554 1.860
H8 -6.087 -3.328 0.104
H9 -5.755 -1.906 1.135
W1 -0.739 0.445 -0.962
C7 -0.005 -2.642 3.558
O1 -0.126 -3.677 3.093
C8 2.394 1.103 3.545
O2 3.297 1.654 3.137
C9 0.267 1.553 -2.380
C10 -1.140 1.606 -2.607
C11 -1.922 0.411 -2.595
C12 -1.292 -0.863 -2.355
C13 0.132 -0.903 -2.167
C14 0.893 0.292 -2.179
H10 0.796 2.506 -2.320
H11 -1.661 2.562 -2.755
H12 -3.002 0.494 -2.712
H13 -1.933 -1.717 -2.246
H14 0.523 -1.814 -1.746
H15 1.899 0.321 -1.771
O3 -1.488 0.979 2.124
C15 -1.181 0.801 0.997

Computed properties:
HOMO-LUMO gap (spin up / spin down) in eV: 6.24 / 1.53
LUMO (spin up / spin down) in Eh: -0.5858 / -0.6869
HOMO (spin up / spin down) in Ha: -0.815 / -0.743
Relative energy (zero: lowest compared OMol25 entry of this formula, charge and spin) in kJ/mol: 0.0
Total charge: +4
2S+1: 3

C15H15N7 | ωB97M-V/def2-TZVPD

Geometry (Å):
N1 -3.129 2.998 1.220
N2 -2.602 2.651 -0.131
C1 -1.710 1.643 -0.328
N3 -1.420 1.281 -1.567
C2 -0.400 0.461 -1.664
N4 -0.004 0.228 -2.951
C3 0.607 -0.872 -3.459
C4 0.707 -0.881 -4.867
C5 1.162 -2.103 -5.526
C6 1.633 -3.233 -4.768
C7 1.573 -3.120 -3.406
C8 1.094 -2.005 -2.794
N5 0.372 0.156 -0.651
C9 -0.038 0.537 0.532
N6 0.848 0.285 1.535
C10 0.612 0.282 2.894
C11 -0.335 1.162 3.498
C12 -0.536 1.157 4.856
C13 0.147 0.267 5.673
C14 1.034 -0.677 5.109
C15 1.153 -0.613 3.755
N7 -1.163 1.154 0.678
H1 -2.929 2.282 1.970
H2 -2.901 3.966 1.487
H3 -2.755 3.143 -0.998
H4 -0.702 0.735 -3.504
H5 0.412 -0.014 -5.414
H6 1.160 -2.045 -6.606
H7 2.098 -3.989 -5.417
H8 2.059 -3.979 -2.852
H9 1.038 -1.930 -1.747
H10 1.456 -0.439 1.138
H11 -1.002 1.900 3.203
H12 -1.150 1.951 5.277
H13 0.089 0.353 6.710
H14 1.645 -1.339 5.719
H15 1.877 -1.352 3.395

Computed properties:
HOMO-LUMO gap in eV: 8.94
LUMO in Eh: 0.0283
HOMO in Ha: -0.300
Relative energy (zero: lowest compared OMol25 entry of this formula, charge and spin) in kJ/mol: 213.6
Total charge: 0
2S+1: 1

Electronic energy / Ha: -5530.5850; -1798.3971; -2107.5415; -4048.1298; -2308.3773; -1372.9126; -1008.9428; -2179.3324; -1294.6396; -1182.8964; -1035.4708; -963.8403